Formula: C6H17N2
Source: the OMol25 dataset
Level of theory: ωB97M-V/def2-TZVPD

CARTESIAN COORDINATES (ANGSTROEM)
1 N -0.227 0.236 0.326
2 N 0.878 -2.195 -0.736
3 C 0.008 0.804 -2.108
4 C 1.114 -0.112 1.079
5 C -1.200 0.490 1.355
6 C -2.507 1.137 0.674
7 C 0.140 1.368 -0.654
8 C 1.736 -1.406 0.435
9 H 0.371 -1.488 -1.173
10 H -0.116 -0.223 -2.268
11 H 1.898 0.669 1.196
12 H 1.211 1.608 -0.663
13 H -2.682 2.078 0.992
14 H 1.945 -2.117 1.110
15 H -0.705 1.050 2.160
16 H 1.642 -2.495 -1.324
17 H 2.566 -1.083 -0.063
18 H -0.814 1.304 -2.555
19 H -1.444 -0.654 1.772
20 H 0.402 -3.130 -0.283
21 H 1.013 -0.322 2.079
22 H -0.661 2.108 -0.414
23 H -3.306 0.436 0.735
24 H -2.305 1.087 -0.404
25 H 0.688 1.194 -2.715

HOMO-LUMO gap	0.3320	Ha
electronic energy	-9467.72838	eV
relative energy (zero: lowest compared OMol25 entry of this formula, charge and spin)	4.306	eV
SMILES	CCN(CC)CC[NH3+]
E_HOMO	-0.464	Ha
charge	+1